1.
14
Properties=species:S:1:pos:R:3:forces:R:3 method="wB97M-V/def2-TZVPD" spin_multiplicity=1 charge=+1 homo_lumo_gap_ev="7.4 / 5.8" e_above_lowest_ev=4.502
C 0.9397 1.8140 -0.3526 0.902 3.309 -0.785
C -0.0918 2.2818 -1.1479 0.429 0.371 -0.167
C 0.5653 0.5420 0.0089 2.067 -1.142 2.445
C -0.5109 -0.0287 -0.4355 -3.365 -1.830 -1.643
C 0.7308 -0.8703 1.5845 1.217 2.582 1.072
C -0.9002 -1.4844 -0.1366 0.457 -0.206 -2.367
N 0.0964 -1.9039 0.9420 -0.995 -0.176 -1.816
O 1.1537 -0.5575 2.6239 -0.552 -0.671 -1.540
O 0.5716 -3.0390 1.0052 -0.071 -0.026 0.241
S -1.3645 1.1949 -1.4212 0.287 -1.639 0.871
H 1.8018 2.5277 -0.1528 -1.101 -1.636 0.140
H -0.2311 3.2426 -1.6578 0.524 -0.266 0.526
H -1.9109 -1.5034 0.2570 -0.046 -0.412 0.272
H -0.8498 -2.2159 -1.1173 0.248 1.743 2.749

***

2.
23
Properties=species:S:1:pos:R:3:forces:R:3 method="wB97M-V/def2-TZVPD" spin_multiplicity=1 charge=+1 homo_lumo_gap_ev=6.6 e_above_lowest_ev=4.747
C -2.2491 -0.2996 -2.0740 -1.770 -0.999 -0.449
C -1.9947 1.0372 -1.5994 1.216 0.673 -1.670
C 1.7089 -2.2078 0.2869 0.271 -1.093 0.612
C -1.5327 -1.3572 -1.6077 -1.102 -1.098 -1.234
C 0.3911 -2.2218 -0.2968 -1.302 -0.476 -1.247
C -0.9310 1.2445 -0.7840 -0.842 2.389 -0.482
C 2.3151 -1.1992 0.8265 -0.705 3.084 -0.631
C -0.3423 -1.1788 -0.8484 1.804 0.035 1.807
C -0.0010 0.2301 -0.4982 0.295 0.007 2.004
C 0.1146 2.0144 2.1840 2.679 0.238 -0.303
N 0.9736 0.5366 0.3276 1.705 -5.510 -1.143
O 2.6833 1.2212 1.9171 1.245 -0.305 0.936
S 1.6541 1.8067 1.0954 -1.892 1.949 0.247
H -3.1488 -0.5361 -2.7428 1.513 0.642 1.025
H -2.3544 1.9446 -2.1523 -0.608 -1.084 1.069
H 2.2697 -3.1963 0.4117 -0.780 1.258 -0.146
H -1.8380 -2.3973 -1.9305 0.544 1.326 0.511
H -0.0495 -3.2409 -0.3447 0.356 0.836 -0.349
H -0.7544 2.2925 -0.3934 0.037 -1.390 -0.902
H 3.1281 -0.5898 1.2702 -0.745 -0.705 -0.286
H 0.2854 1.1829 2.8987 -0.600 0.599 -0.321
H -0.6787 1.8976 1.4452 -0.289 0.355 0.990
H 0.3508 3.0166 2.6089 -1.031 -0.729 -0.038

***

3.
108
Properties=species:S:1:pos:R:3:forces:R:3 method="wB97M-V/def2-TZVPD" spin_multiplicity=1 charge=+4 homo_lumo_gap_ev=1.1
Cd 3.0604 -3.1528 6.1005 -0.324 -0.010 -0.074
Cd 6.1578 -0.4896 -4.3253 -0.251 -0.056 -0.087
Cd 6.5683 -3.7360 0.9288 -0.949 0.304 -0.009
O 3.8781 -1.9282 2.1806 -1.916 2.562 -3.085
C 3.2619 -0.9526 1.3109 1.917 -1.888 4.812
C 3.3056 -1.2877 -0.2219 3.559 -2.543 -4.911
O 4.5899 -1.6148 -0.7856 -3.098 1.340 2.108
H 3.7264 0.0099 1.5253 0.685 0.086 -0.759
H 2.2000 -0.7829 1.4891 -0.379 -0.783 -0.053
H 2.8001 -0.5792 -0.8781 0.318 1.193 0.770
H 2.7102 -2.1830 -0.4010 -0.170 -0.570 1.058
C -3.4415 -6.9410 -1.0013 -1.245 0.436 0.169
C -2.1878 -6.2422 -0.6125 0.584 0.713 0.644
C -2.3916 -4.7801 0.0539 0.453 -1.162 -2.163
O -2.7685 -3.8968 -1.0332 0.740 -2.414 -0.306
C -3.2741 -2.6638 -0.6669 -0.306 -0.789 1.146
N -1.4974 -7.1707 0.2867 0.919 0.526 0.190
H -4.0758 -6.9521 -0.1149 -0.204 -0.331 0.006
H -3.2304 -7.9681 -1.2990 -0.116 0.083 -0.103
H -4.0060 -6.4200 -1.7746 0.166 -0.075 -0.123
H -1.5632 -6.1808 -1.5038 0.142 0.841 -0.326
H -1.4478 -4.4141 0.4581 0.260 -0.102 0.185
H -3.1099 -4.8580 0.8700 -0.402 0.211 -0.139
H -2.4567 -2.1092 -0.2060 -0.153 0.827 -0.125
H -3.9951 -2.9318 0.1054 -0.558 0.953 0.220
H -3.7648 -2.2207 -1.5334 0.278 0.244 0.210
H -1.2342 -7.9958 -0.2330 -0.754 -0.634 -0.121
H -0.5628 -6.8430 0.4849 0.173 0.659 0.615
C 0.7733 5.0916 -1.7962 -0.225 -0.868 -0.847
C 0.2399 4.7873 -3.2465 0.332 0.740 2.132
C -1.2392 5.2571 -3.4232 0.005 0.140 0.081
O -2.1297 4.5378 -2.5926 0.912 0.359 0.270
C -3.5106 4.7764 -2.8239 -0.031 0.020 0.314
N 1.1641 5.3400 -4.2395 -1.898 -1.180 -0.520
H 0.4685 4.2687 -1.1497 -0.336 0.273 0.234
H 0.4556 6.0529 -1.3923 -0.128 -0.068 -0.095
H 1.8623 5.0484 -1.7833 0.019 0.179 -0.254
H 0.1131 3.7090 -3.3433 0.752 -0.227 -0.358
H -1.5799 5.1471 -4.4527 0.133 0.122 -0.334
H -1.1666 6.3162 -3.1762 -0.597 0.362 0.131
H -4.0492 4.3736 -1.9661 0.109 -0.279 -0.136
H -3.8383 4.2846 -3.7398 -0.098 0.082 -0.112
H -3.7582 5.8379 -2.8315 0.213 0.151 -0.312
H 0.6623 5.0798 -5.0765 0.680 -0.224 -1.040
H 1.1972 6.3446 -4.3381 0.144 0.451 0.820
C -4.0731 1.5108 6.3658 -0.736 0.310 0.327
C -4.8945 0.6995 5.3765 0.116 -0.099 1.992
C -6.0732 1.4641 4.6380 -0.349 -1.573 0.558
O -6.6864 0.4475 3.8463 0.610 0.801 -0.409
C -7.3576 1.0124 2.7575 -1.237 0.739 -0.651
N -4.0405 0.0982 4.4042 -0.740 0.804 -0.479
H -3.2480 0.9282 6.7754 0.521 0.117 -0.867
H -4.5653 1.7170 7.3162 -0.757 0.338 -0.348
H -3.8380 2.4559 5.8761 0.726 0.057 0.372
H -5.3066 -0.1382 5.9391 -0.752 0.032 -0.101
H -5.7662 2.3459 4.0756 0.321 -0.156 -0.328
H -6.8668 1.7754 5.3173 0.315 0.183 0.751
H -7.7572 0.2818 2.0542 0.308 -0.277 0.358
H -6.8133 1.7774 2.2037 0.850 -0.227 -0.118
H -8.1953 1.6175 3.1043 -0.466 -0.184 0.295
H -3.5668 0.8672 3.9522 0.788 -0.076 -0.478
H -4.7428 -0.2535 3.7692 0.484 -0.756 -0.844
C 8.0844 5.3985 7.0684 -0.509 -0.523 0.053
C 8.8463 4.1309 6.5242 -0.002 2.679 -0.219
C 9.2923 4.3786 5.0229 -0.756 0.208 -0.442
O 8.2807 4.9905 4.1571 3.231 0.510 2.623
C 7.1903 4.1734 4.0752 -0.021 0.292 -0.725
N 10.0394 3.9619 7.2899 0.307 -1.071 -0.533
H 7.0304 5.4047 6.7903 0.032 -0.111 -0.339
H 8.5169 6.3392 6.7278 0.268 -0.268 -0.262
H 8.0486 5.4866 8.1542 0.370 -0.469 0.106
H 8.2800 3.2063 6.6356 -0.707 -0.157 -0.307
H 9.5792 3.4319 4.5650 -0.030 -0.353 -0.017
H 10.1922 4.9936 5.0181 -0.327 0.357 0.039
H 6.5080 4.8626 3.5777 -0.843 -1.007 -0.073
H 6.8862 3.8274 5.0631 -0.551 -0.033 0.081
H 7.5659 3.3257 3.5022 -0.929 -0.617 -0.413
H 10.6871 3.3886 6.7686 0.676 0.099 -0.111
H 9.9041 3.4682 8.1606 -0.150 0.521 0.607
C -3.0039 -4.6751 -6.8377 0.209 -0.466 0.764
C -2.1797 -3.4860 -7.2822 0.412 -0.352 0.528
C -3.0485 -2.2842 -7.6271 0.777 1.004 -0.745
O -3.9613 -2.5545 -8.6378 -0.684 -0.062 -0.232
C -4.3666 -1.4290 -9.4590 0.312 -1.701 -0.501
N -1.2356 -3.1044 -6.2092 -0.650 0.332 0.048
H -3.4667 -4.4605 -5.8744 -0.523 0.298 -0.111
H -2.3181 -5.4743 -6.5567 -0.041 -0.359 -0.535
H -3.7441 -4.9925 -7.5722 0.116 0.000 0.040
H -1.5699 -3.7427 -8.1484 -0.111 -0.057 -0.106
H -2.3611 -1.5324 -8.0149 0.156 0.508 0.249
H -3.5542 -1.8699 -6.7550 -0.126 -0.077 0.453
H -4.9059 -1.8861 -10.2886 -0.186 -0.003 0.173
H -3.4669 -1.0251 -9.9232 -0.004 0.679 0.375
H -5.0484 -0.7399 -8.9604 0.415 0.184 0.284
H -0.6872 -3.8451 -5.7959 0.319 -0.500 -0.740
H -1.7245 -2.7528 -5.3984 -0.417 0.552 0.023
O -1.2621 3.4348 2.8297 -0.022 -0.333 0.136
H -0.9258 3.3727 1.9356 0.060 0.021 -0.231
H -1.5539 4.3425 2.9138 -0.082 0.294 0.094
O 4.7923 -6.5616 0.3442 0.177 0.609 0.118
H 4.5443 -6.8518 -0.5336 -0.029 -0.093 -0.308
H 4.7008 -7.3426 0.8900 0.046 -0.271 0.236
O 3.0531 -0.8779 -6.3127 0.401 0.039 0.370
H 3.0315 -0.3440 -7.1069 0.027 0.148 -0.302
H 2.1628 -1.2193 -6.2287 -0.252 -0.153 0.024
O -0.2707 -3.4004 5.3280 0.611 0.061 -0.032
H -1.0031 -2.7854 5.3685 -0.213 0.283 0.086
H -0.6823 -4.2563 5.2091 -0.110 -0.328 0.018

***

4.
62
Properties=species:S:1:pos:R:3:forces:R:3 method="wB97M-V/def2-TZVPD" spin_multiplicity=1 charge=0 homo_lumo_gap_ev=8.0
N -1.2566 3.5497 -2.9823 -0.128 0.041 -0.295
H -1.1878 2.8871 -3.7497 -0.074 0.057 0.053
H -2.0415 4.1601 -3.1911 0.003 -0.078 -0.028
C -0.0304 4.3326 -2.8874 0.167 0.255 -0.055
H 0.2610 4.7867 -3.8494 0.031 -0.126 0.173
H 0.7666 3.6415 -2.6039 0.078 0.057 -0.034
C -0.1815 5.4662 -1.8658 -0.124 -0.321 0.003
C -0.7620 5.0357 -0.5131 0.166 0.150 0.122
C 0.2626 4.7115 0.5787 -0.117 -0.084 -0.161
H -0.2959 4.4927 1.4894 0.085 0.052 0.035
H 0.8980 5.5790 0.7675 0.032 0.036 0.057
C 1.1616 3.5306 0.2136 -0.168 0.040 0.334
N 0.3944 2.3602 -0.1858 0.143 0.263 -0.346
C -0.4992 1.7299 0.5891 0.013 -0.118 -0.289
O -0.7430 2.0293 1.7506 -0.329 0.397 0.167
C -1.0904 0.5510 -0.1247 -0.264 -0.214 -0.111
C -1.3525 0.6913 -1.4825 -0.250 -0.307 -0.203
C -1.5732 -0.4465 -2.2385 0.028 -0.008 1.460
C -1.6481 -1.7043 -1.6546 -0.079 0.076 -0.274
C -1.5502 -1.8069 -0.2819 -0.172 -0.240 0.130
C -1.2251 -0.6953 0.4980 -0.068 0.004 0.271
S -1.0688 -0.8204 2.2618 0.055 -0.385 0.201
C 0.4729 -1.7847 2.4772 -0.218 0.195 -0.359
C 1.7083 -0.9887 2.0674 0.074 -0.267 0.148
N 1.6736 0.3594 2.5709 -0.210 -0.234 -0.100
C 2.7103 0.9190 3.2346 -0.221 0.301 -0.018
O 3.7294 0.3278 3.5051 0.410 -0.077 0.200
C 2.4736 2.3935 3.5885 0.442 -0.001 -0.105
N 1.7063 3.0796 2.5697 -0.086 0.187 0.430
C 2.1337 3.0410 1.2972 -0.312 0.341 -0.335
O 3.2094 2.5605 0.9762 0.437 0.000 0.026
H 0.7205 3.2360 2.7340 0.138 -0.015 -0.162
H 1.9489 2.4623 4.5415 0.015 0.022 -0.036
H 3.4581 2.8596 3.6860 -0.130 -0.160 0.075
H 0.7863 0.8460 2.5029 0.098 0.058 -0.018
H 2.5999 -1.4652 2.5040 -0.166 0.076 -0.112
C 1.9032 -1.0542 0.5400 0.036 0.060 0.473
O 1.4129 -1.9467 -0.1323 0.152 -0.329 -0.095
N 2.6829 -0.0992 0.0202 0.356 0.320 -0.228
H 3.0607 0.6514 0.5890 -0.161 -0.042 -0.003
C 3.0885 -0.1490 -1.3703 -0.239 -0.261 0.178
H 3.6531 0.7598 -1.5810 -0.053 -0.090 -0.051
C 1.8726 -0.1920 -2.3010 0.513 -0.238 0.110
O 1.1387 0.7775 -2.4228 -0.096 0.469 -0.258
N 1.7024 -1.3221 -2.9891 -0.005 -0.252 -0.515
H 0.8929 -1.4310 -3.5899 0.076 0.105 0.129
H 2.2078 -2.1545 -2.7389 -0.031 0.097 0.123
H 3.7209 -1.0260 -1.5436 0.009 0.102 -0.024
H 0.4852 -2.0099 3.5422 0.041 0.009 0.022
H 0.4289 -2.7078 1.9035 0.016 -0.003 0.119
I -1.9291 -3.6836 0.5854 0.043 0.195 -0.281
H -1.8142 -2.5755 -2.2701 -0.005 -0.025 -0.022
N -1.5682 -0.3232 -3.6681 0.087 -0.004 -0.252
O -1.0525 -1.2396 -4.2832 -0.028 -0.243 -0.426
O -2.0159 0.6807 -4.1679 -0.147 0.221 -0.192
H -1.3331 1.6642 -1.9608 0.084 -0.024 0.059
H 0.6249 1.9473 -1.0873 0.094 -0.120 0.128
H 1.7800 3.8010 -0.6462 0.006 -0.105 0.155
H -1.4058 4.1707 -0.6741 -0.097 0.053 0.087
H -1.3877 5.8437 -0.1289 -0.051 -0.056 0.011
H 0.7870 5.9500 -1.7268 0.041 0.119 -0.046
H -0.8542 6.2088 -2.3024 0.059 0.068 -0.045

***

- Among the records above, which one has the highest charge?
  C22H67Cd3N5O11